{
  "formula": "C28H31N3OSSeTa",
  "method": "ωB97M-V with the def2-TZVPD basis set",
  "multiplicity": 1,
  "e_above_lowest_kcal_mol": 19.5,
  "charge": 1,
  "energy_ha": -4181.44540,
  "orbital_gap_ev": [6.643, 6.643],
  "e_homo_ev": [-10.068, -10.067],
  "symbols": ["Ta", "S", "C", "C", "C", "C", "C", "C", "N", "C", "C", "C", "C", "C", "C", "C", "H", "H", "H", "H", "H", "H", "H", "H", "C", "O", "C", "C", "H", "H", "H", "H", "H", "H", "C", "C", "N", "C", "C", "N", "C", "C", "H", "H", "H", "H", "H", "H", "H", "H", "H", "H", "H", "H", "Se", "C", "C", "C", "C", "C", "C", "H", "H", "H", "H", "H"],
  "positions_angstrom": [[0.4762, 0.1093, 0.0768], [-1.1346, 3.9149, 2.6420], [-0.1410, 3.0923, 3.8015], [0.1865, 3.4772, 5.0980], [1.0222, 2.6542, 5.8261], [1.5191, 1.4673, 5.2759], [1.1911, 1.0876, 3.9906], [0.3557, 1.9141, 3.2400], [-0.0720, 1.6898, 1.9359], [-0.8481, 2.6455, 1.5059], [-1.3639, 2.6528, 0.1362], [-2.2980, 3.5964, -0.2770], [-2.7134, 3.6236, -1.5989], [-2.1949, 2.7076, -2.5036], [-1.2816, 1.7499, -2.0769], [-0.8423, 1.6938, -0.7516], [-0.1999, 4.3944, 5.5217], [1.3011, 2.9353, 6.8326], [2.1752, 0.8413, 5.8659], [1.5876, 0.1760, 3.5628], [-2.7028, 4.3082, 0.4340], [-3.4370, 4.3601, -1.9221], [-2.5061, 2.7358, -3.5398], [-0.9047, 1.0324, -2.7944], [-0.8447, -2.2576, -3.1947], [-0.6717, -1.4409, -2.0314], [0.5569, -1.1417, -1.5359], [1.7455, -1.7107, -2.2474], [-0.3766, -3.2337, -3.0698], [-0.4395, -1.7694, -4.0811], [-1.9163, -2.3850, -3.3113], [1.8255, -1.2850, -3.2524], [1.6785, -2.7970, -2.3579], [2.6598, -1.4766, -1.7074], [0.5498, -2.4281, 2.0554], [-0.1043, -3.4742, 3.0020], [-1.5598, -3.4227, 2.8910], [-2.0345, -2.1015, 3.2793], [-1.4073, -1.0275, 2.3551], [-0.5215, -1.6842, 1.3444], [-1.3274, -2.6496, 0.5536], [-1.9604, -3.6922, 1.5136], [1.1830, -2.9013, 1.3054], [1.1618, -1.7138, 2.6064], [0.1689, -3.2817, 4.0393], [0.2267, -4.4814, 2.7506], [-1.7573, -1.9232, 4.3183], [-3.1222, -2.0885, 3.2153], [-0.8068, -0.3287, 2.9274], [-2.1715, -0.4616, 1.8177], [-0.6616, -3.1247, -0.1632], [-2.0789, -2.0948, -0.0057], [-1.6410, -4.7005, 1.2505], [-3.0483, -3.6615, 1.4585], [2.8796, 0.2306, 0.8182], [4.1720, 0.6491, -0.5407], [5.2345, -0.2291, -0.7053], [6.2143, 0.0623, -1.6447], [6.1247, 1.2169, -2.4101], [5.0540, 2.0832, -2.2384], [4.0706, 1.8070, -1.2984], [5.2960, -1.1254, -0.1021], [7.0466, -0.6164, -1.7793], [6.8933, 1.4463, -3.1360], [4.9862, 2.9817, -2.8378], [3.2432, 2.4885, -1.1534]],
  "forces_ev_per_angstrom": [[0.11, -1.04, 0.66], [-0.05, -0.04, -0.02], [0.02, 0.02, -0.04], [-0.01, 0.01, 0.02], [-0.01, 0.02, -0.02], [-0.01, -0.02, -0.01], [0.02, -0.01, 0.00], [-0.03, -0.04, 0.02], [0.13, -0.35, -0.60], [0.02, 0.20, 0.18], [-0.08, 0.08, -0.11], [0.02, 0.04, 0.10], [0.01, -0.02, -0.01], [0.01, 0.01, 0.05], [-0.02, 0.03, -0.02], [0.46, -0.67, 0.02], [0.01, -0.01, -0.01], [-0.01, -0.02, 0.00], [-0.01, 0.01, 0.00], [0.04, 0.05, 0.01], [-0.01, 0.03, -0.06], [0.01, 0.00, 0.01], [-0.01, 0.00, 0.01], [0.00, -0.01, 0.02], [0.09, 0.02, -0.01], [-0.14, -0.06, -0.24], [-0.15, 0.89, 0.39], [-0.01, -0.05, -0.02], [-0.01, -0.02, 0.01], [0.02, 0.00, 0.00], [-0.02, 0.02, 0.00], [-0.01, -0.01, 0.00], [0.00, 0.01, 0.05], [0.01, 0.02, -0.03], [0.00, -0.16, 0.06], [-0.13, 0.07, -0.07], [0.01, -0.12, 0.05], [0.06, -0.05, -0.11], [-0.17, -0.30, 0.19], [0.19, 1.34, -0.41], [-0.06, -0.22, 0.12], [0.09, 0.11, 0.06], [0.01, 0.05, -0.04], [-0.02, 0.01, -0.01], [0.01, 0.00, 0.00], [0.02, 0.00, 0.00], [-0.01, 0.02, 0.01], [-0.01, 0.00, 0.01], [0.01, -0.04, -0.01], [0.02, 0.03, -0.04], [0.02, 0.06, -0.01], [0.01, 0.03, -0.01], [-0.01, 0.00, -0.01], [-0.01, -0.02, 0.00], [-0.27, 0.17, 0.07], [-0.18, -0.06, -0.13], [0.01, 0.02, -0.04], [-0.02, 0.02, -0.01], [0.00, -0.02, 0.02], [0.01, 0.01, -0.03], [0.03, 0.00, -0.04], [0.03, -0.01, -0.02], [-0.01, 0.01, 0.02], [-0.01, -0.01, -0.01], [-0.01, 0.00, 0.03], [0.00, 0.01, 0.01]]
}



{
  "formula": "C28H31N4RuSe",
  "method": "ωB97M-V with the def2-TZVPD basis set",
  "multiplicity": 2,
  "e_above_lowest_kcal_mol": 56.2,
  "charge": 2,
  "energy_ha": -3800.38700,
  "orbital_gap_ev": [7.330, 3.873],
  "e_homo_ev": [-12.430, -12.381],
  "symbols": ["Ru", "C", "C", "C", "C", "C", "C", "C", "N", "N", "C", "C", "C", "C", "C", "C", "N", "C", "C", "C", "C", "C", "C", "N", "H", "H", "H", "H", "H", "H", "H", "H", "H", "H", "H", "H", "H", "H", "H", "H", "H", "H", "H", "H", "C", "C", "C", "C", "C", "C", "Se", "C", "C", "C", "H", "H", "H", "H", "H", "H", "H", "H", "H", "H", "H"],
  "positions_angstrom": [[0.0760, -0.1127, 0.1399], [-0.5487, 1.5813, -2.3343], [0.4252, 0.5745, -2.9156], [1.7529, 0.7438, -2.2441], [2.8374, 1.3478, -2.8618], [4.0366, 1.4520, -2.1817], [4.1252, 0.9418, -0.8951], [3.0015, 0.3679, -0.3402], [1.8290, 0.2769, -0.9918], [-1.1973, 1.0871, -1.0946], [-2.3444, 0.1995, -1.3682], [-2.8499, -0.3134, -0.0548], [-4.1901, -0.4299, 0.2613], [-4.5384, -0.9097, 1.5154], [-3.5373, -1.2531, 2.4094], [-2.2193, -1.1121, 2.0159], [-1.8852, -0.6458, 0.8063], [-1.6629, 2.2587, -0.3061], [-0.6274, 2.6714, 0.6832], [-0.6551, 3.9013, 1.3194], [0.2706, 4.1632, 2.3122], [1.2106, 3.1903, 2.6268], [1.1869, 1.9989, 1.9365], [0.2803, 1.7370, 0.9795], [-1.3211, 1.8630, -3.0559], [-0.0026, 2.4870, -2.0679], [0.5159, 0.7028, -3.9928], [0.0720, -0.4417, -2.7310], [2.7388, 1.7149, -3.8747], [4.8965, 1.9082, -2.6545], [5.0476, 0.9863, -0.3335], [3.0236, -0.0545, 0.6551], [-1.9942, -0.6252, -1.9906], [-3.1373, 0.7215, -1.9124], [-4.9458, -0.1508, -0.4609], [-5.5803, -1.0116, 1.7895], [-3.7689, -1.6204, 3.3990], [-1.3996, -1.3872, 2.6640], [-2.5658, 1.9914, 0.2438], [-1.9331, 3.0880, -0.9644], [-1.4066, 4.6311, 1.0482], [0.2575, 5.1086, 2.8381], [1.9487, 3.3487, 3.3998], [1.9111, 1.2210, 2.1301], [2.8133, -8.4528, 0.1959], [2.2856, -7.0467, 0.0975], [1.0962, -6.7317, -0.5147], [0.5675, -5.3715, -0.5946], [-0.7164, -5.1739, -1.2967], [1.2734, -4.3012, -0.0316], [0.5508, -2.5580, -0.1202], [2.4931, -4.5840, 0.5663], [3.3884, -3.5756, 1.1753], [2.9734, -5.9696, 0.6253], [2.1398, -9.1620, -0.2800], [2.9353, -8.7450, 1.2391], [3.7902, -8.5344, -0.2808], [0.5053, -7.5204, -0.9670], [-1.1457, -6.1128, -1.6386], [-0.5689, -4.5110, -2.1554], [-1.4195, -4.6605, -0.6328], [2.9858, -2.5736, 1.0773], [4.3748, -3.6251, 0.7024], [3.5379, -3.8077, 2.2352], [3.9271, -6.1387, 1.1159]],
  "forces_ev_per_angstrom": [[-0.55, 0.09, -2.17], [-0.24, 0.06, -0.13], [0.09, 0.01, -0.02], [0.07, -0.45, -0.08], [0.02, -0.13, -0.09], [0.07, 0.03, -0.02], [0.03, -0.06, -0.01], [-0.03, -0.06, -0.22], [0.31, 0.74, 0.89], [0.40, 0.04, 0.42], [-0.18, 0.03, -0.21], [-0.17, -0.29, -0.14], [0.00, -0.09, -0.07], [-0.06, -0.01, 0.03], [0.00, -0.05, -0.02], [-0.06, -0.06, -0.13], [0.46, 0.48, 0.98], [-0.17, 0.10, -0.05], [0.03, 0.16, -0.02], [0.06, 0.01, -0.04], [0.02, 0.02, 0.05], [0.01, 0.07, -0.02], [0.06, 0.08, -0.15], [-0.05, -0.43, 0.90], [-0.06, -0.03, 0.04], [-0.06, 0.05, -0.02], [0.03, 0.09, 0.01], [0.00, -0.05, -0.11], [0.00, -0.02, 0.01], [-0.02, 0.02, 0.02], [-0.02, -0.01, 0.00], [-0.01, 0.00, 0.02], [0.00, -0.04, 0.01], [0.05, 0.08, -0.01], [0.01, 0.00, 0.01], [0.02, 0.02, 0.01], [0.01, -0.02, -0.02], [0.04, 0.05, 0.02], [0.00, -0.05, 0.00], [0.00, -0.04, -0.05], [0.01, -0.01, -0.01], [0.01, -0.01, -0.01], [0.01, 0.00, -0.02], [-0.08, -0.05, 0.09], [0.01, 0.10, 0.01], [0.14, -0.09, 0.06], [-0.35, 0.49, -0.12], [0.24, -0.60, -0.02], [-0.07, -0.12, -0.04], [0.04, 0.05, -0.16], [-0.16, -0.31, 0.44], [0.30, -0.67, 0.09], [0.04, 0.09, 0.02], [-0.10, 0.50, 0.04], [0.00, 0.01, 0.00], [-0.03, 0.00, 0.00], [-0.02, 0.01, -0.03], [-0.04, 0.06, 0.00], [0.00, 0.02, 0.01], [-0.02, 0.04, 0.04], [0.02, 0.06, -0.03], [-0.01, 0.02, 0.00], [-0.01, -0.02, 0.03], [0.01, -0.01, -0.03], [-0.02, 0.07, 0.01]]
}